# C7H12

A single C7H12 molecule (ωB97M-V/def2-TZVPD, the OMol25 dataset).

The geometry in XYZ format:
```
19
Properties=species:S:1:pos:R:3:forces:R:3
C -1.3360 -2.6065 -2.1539 -0.3 0.0 0.2
C -0.3230 -1.4445 -2.0996 -0.3 -0.3 0.7
C -0.5015 -0.6077 -0.8596 -0.2 -0.4 -0.1
C 0.4455 0.0128 -0.1658 0.3 0.4 0.1
C 0.1769 1.0708 0.8182 -0.1 -0.7 0.2
C 0.9816 1.3914 1.8255 0.4 0.9 -0.2
C 0.6800 2.5018 2.7967 -0.3 -0.6 0.0
H -2.1226 -2.3907 -2.8784 0.1 -0.1 -0.1
H -0.9122 -3.5841 -2.3769 0.2 0.1 -0.2
H -1.8631 -2.7232 -1.2044 0.2 0.0 0.1
H -0.5372 -0.7929 -2.9480 0.4 0.0 -0.1
H 0.7112 -1.7899 -2.1269 0.0 0.0 -0.3
H -1.5242 -0.5858 -0.4890 -0.1 0.7 -0.2
H 1.4999 -0.1952 -0.3310 0.0 0.0 -0.4
H -0.7662 1.5925 0.6933 -0.1 0.0 0.2
H 1.9675 0.9410 1.9077 -0.1 -0.3 0.0
H -0.1649 3.0780 2.4209 0.0 0.1 0.2
H 1.5213 3.1627 2.9925 0.1 0.0 -0.1
H 0.3923 2.0513 3.7517 0.0 0.2 0.1
```
Positions in Å, forces in eV/Å.

* F_max: 1.03 eV/A
* SMILES string: C/C=C/C=C/CC
* energy: -273.86724 hartree
* total charge: 0

Löwdin population analysis, charges in e, atoms 1 to 5: number 1, C, carries -0.111; number 2, C, carries -0.244; number 3, C, carries -0.140; number 4, C, carries -0.125; number 5, C, carries -0.139

# C7H12

A single C7H12 molecule (ωB97M-V/def2-TZVPD, the OMol25 dataset).

The geometry in XYZ format:
```
19
Properties=species:S:1:pos:R:3:forces:R:3
C -1.4678 1.3170 -1.6313 -1.5 -2.0 0.1
C -1.4608 0.3492 -0.3686 0.9 1.2 -0.8
C 0.0593 -0.0711 -0.0923 -3.0 0.7 -2.2
C 0.9904 -0.1492 -1.1733 -3.3 1.6 0.5
C -0.3015 -1.5493 1.0290 2.4 -0.2 0.6
C 0.4253 -0.3657 1.2291 1.8 0.2 2.1
C 1.7744 -0.1102 1.8112 2.1 -1.6 0.9
H -1.0611 0.8017 -2.5336 -0.2 0.4 0.8
H -2.5235 1.5223 -1.8766 0.3 0.1 0.1
H -0.9658 2.2444 -1.4656 0.5 0.5 0.2
H -2.0635 -0.5497 -0.5457 0.2 0.4 -0.4
H -1.9374 0.8537 0.5171 0.8 -0.4 -0.7
H 1.9220 -0.5905 -1.0980 1.7 -0.7 0.4
H 0.8348 0.5950 -1.9871 0.3 -1.0 0.7
H -1.1200 -1.8038 1.6854 -1.7 0.5 -1.6
H 0.3097 -2.3436 0.6350 0.4 -1.2 0.8
H 1.7208 0.8079 2.4643 0.2 -0.9 -0.7
H 2.4812 -0.0031 0.9931 0.1 0.9 0.0
H 2.3836 -0.9549 2.4079 -2.1 1.5 -0.8
```
Positions in Å, forces in eV/Å.

* F_max: 3.81 eV/A
* energy: -273.66795 hartree
* total charge: 0

Löwdin population analysis, charges in e, atoms 1 to 5: number 1, C, carries -0.118; number 2, C, carries -0.163; number 3, C, carries -0.370; number 4, C, carries 0.040; number 5, C, carries 0.084

# C7H12

A single C7H12 molecule (ωB97M-V/def2-TZVPD, the OMol25 dataset).

The geometry in XYZ format:
```
19
Properties=species:S:1:pos:R:3:forces:R:3
C -1.7585 0.0378 0.6151 0.0 0.0 0.1
C -1.3998 -0.3535 -0.7340 -0.2 0.0 0.0
C -0.0417 -0.1101 -1.2448 0.0 0.0 -0.1
C 0.7275 1.1278 -0.7391 0.0 0.0 0.0
C 1.1077 0.8431 0.7398 0.0 0.0 0.0
C 0.8738 -0.6428 0.9183 0.0 0.0 0.0
C 0.4872 -1.2280 -0.3718 0.0 -0.1 0.2
H -1.6689 1.1159 0.8395 0.0 -0.2 -0.1
H -2.7483 -0.3101 0.9234 0.2 0.0 -0.1
H -0.9595 -0.4030 1.3370 -0.1 0.1 -0.1
H -2.0497 -1.0089 -1.3056 0.1 0.1 0.1
H 0.0681 -0.2787 -2.3181 0.0 0.0 0.2
H 1.6340 1.2466 -1.3435 -0.1 0.0 0.1
H 0.1356 2.0425 -0.8446 0.1 -0.1 0.0
H 2.1338 1.1605 0.9628 -0.1 -0.1 0.0
H 0.4531 1.4037 1.4195 0.1 -0.1 -0.1
H 1.1046 -1.2205 1.8055 -0.1 0.1 -0.1
H 1.6805 -1.1493 -0.1722 0.1 0.0 -0.1
H 0.2206 -2.2730 -0.4873 0.0 0.2 0.0
```
Positions in Å, forces in eV/Å.

* F_max: 0.21 eV/A
* energy: -273.74247 hartree
* total charge: 0

Löwdin population analysis, charges in e, atoms 1 to 5: number 1, C, carries -0.142; number 2, C, carries -0.157; number 3, C, carries -0.337; number 4, C, carries -0.135; number 5, C, carries -0.198

# C7H12

A single C7H12 molecule (ωB97M-V/def2-TZVPD, the OMol25 dataset).

The geometry in XYZ format:
```
19
Properties=species:S:1:pos:R:3:forces:R:3
C -2.4863 -0.7370 0.4459 -0.1 0.0 0.0
C -1.2960 0.1837 0.1975 0.0 0.1 0.0
C 0.0527 -0.5435 0.0680 -0.1 0.0 0.0
C 0.8592 -0.4385 -1.2689 0.0 0.0 -0.2
C 2.0145 0.2169 -0.5125 0.2 -0.1 -0.1
C 1.5343 1.4401 0.2138 0.0 0.2 0.0
C 1.2470 0.0879 0.7884 0.0 -0.1 0.3
H -3.3926 -0.1534 0.6402 0.1 -0.1 -0.1
H -2.3069 -1.3764 1.3178 0.0 0.1 -0.1
H -2.6807 -1.3851 -0.4162 0.0 0.1 0.1
H -1.4894 0.7774 -0.7056 0.1 -0.1 0.1
H -1.2304 0.9058 1.0208 0.0 -0.1 -0.1
H -0.0567 -1.5969 0.3525 0.0 0.2 0.0
H 0.4057 0.1584 -2.0699 0.0 -0.1 0.1
H 1.1176 -1.4235 -1.6698 0.0 0.2 0.1
H 3.0681 0.0319 -0.7030 -0.2 0.1 0.1
H 2.2926 2.0137 0.7433 -0.1 -0.1 -0.2
H 0.7301 2.0437 -0.2085 0.1 -0.1 0.1
H 1.6172 -0.2052 1.7662 -0.1 0.1 -0.1
```
Positions in Å, forces in eV/Å.

* F_max: 0.31 eV/A
* SMILES string: CC[C@H]1C[C@H]2C[C@@H]12
* energy: -273.85523 hartree
* total charge: 0

Löwdin population analysis, charges in e, atoms 1 to 5: number 1, C, carries -0.119; number 2, C, carries -0.233; number 3, C, carries -0.271; number 4, C, carries -0.106; number 5, C, carries -0.216

# C7H12

A single C7H12 molecule (ωB97M-V/def2-TZVPD, the OMol25 dataset).

The geometry in XYZ format:
```
19
Properties=species:S:1:pos:R:3:forces:R:3
C -2.6097 -0.1010 0.0031 0.1 0.1 0.3
C -1.1293 -0.4965 -0.0108 0.2 0.2 0.7
C -0.2070 0.3288 -0.9214 0.1 0.1 -0.2
C 0.8780 0.3000 0.1173 0.0 0.0 -0.2
C 1.8260 -0.8701 0.0275 0.0 -0.2 0.0
C 2.3371 0.5494 -0.0492 0.1 0.3 0.0
C -0.0674 0.3270 1.2702 -0.6 -0.5 -0.4
H -3.0839 -0.0042 -0.9903 0.6 -0.2 0.1
H -2.6988 0.8846 0.4702 -0.1 -0.1 0.0
H -3.2285 -0.8114 0.5618 0.2 0.1 0.1
H -1.0085 -1.5738 -0.2276 0.3 0.5 0.7
H 0.0962 -0.0714 -1.8917 -0.3 -0.1 0.0
H -0.6262 1.3336 -1.0484 0.1 0.0 -0.1
H 1.7699 -1.4756 -0.8757 0.2 0.2 0.1
H 2.0469 -1.4536 0.9212 -0.1 0.3 -0.1
H 2.6568 0.9199 -1.0194 0.0 0.0 0.2
H 2.9292 0.9070 0.7895 -0.2 0.0 -0.1
H -0.7781 1.1372 1.3841 0.4 0.9 -0.5
H 0.4721 0.3344 2.2576 -1.0 -1.6 -0.4
```
Positions in Å, forces in eV/Å.

* F_max: 1.89 eV/A
* SMILES string: CC1CC2(CC2)C1
* energy: -273.79948 hartree
* total charge: 0

Löwdin population analysis, charges in e, atoms 1 to 5: number 1, C, carries -0.101; number 2, C, carries -0.213; number 3, C, carries -0.145; number 4, C, carries -0.517; number 5, C, carries -0.105

# C7H12

2 unconnected molecules or ions with the total composition C7H12 (ωB97M-V/def2-TZVPD, the OMol25 dataset).

The geometry in XYZ format:
```
19
Properties=species:S:1:pos:R:3:forces:R:3
C -2.5717 0.4247 0.0081 0.0 0.1 0.0
C -1.6624 -0.6350 -0.5462 0.1 0.0 -0.2
C -0.7024 -0.4023 -1.4346 -0.2 -0.1 0.0
C 1.4728 0.2215 0.4577 0.3 0.3 0.0
C 2.4459 -0.5211 -0.4057 0.2 -0.3 -0.1
C 2.2359 0.9586 -0.2808 -0.2 0.0 0.1
C 0.5694 0.0774 1.6170 0.0 0.0 0.1
H -3.4960 0.4692 -0.5799 0.1 0.0 0.1
H -2.1025 1.4139 -0.0357 -0.1 -0.1 0.0
H -2.8562 0.2210 1.0459 0.1 0.0 -0.1
H -1.8316 -1.6558 -0.2014 0.0 0.1 -0.1
H -0.0927 -1.2029 -1.8420 -0.1 0.1 0.1
H -0.4812 0.6057 -1.7797 -0.1 -0.1 0.0
H 2.1062 -1.0479 -1.3028 0.0 0.1 0.2
H 3.3074 -1.0024 0.0673 0.0 0.1 -0.1
H 2.5800 1.9341 -0.5840 0.0 -0.1 0.0
H 1.1838 0.2182 2.5109 -0.1 -0.1 0.1
H -0.2180 0.8371 1.6240 0.1 -0.1 0.0
H 0.1132 -0.9140 1.6619 0.1 0.2 0.0
```
Positions in Å, forces in eV/Å.

* F_max: 0.40 eV/A
* SMILES string: CC1=CC1.C=CC
* energy: -273.78941 hartree
* total charge: 0

Löwdin population analysis, charges in e, atoms 1 to 5: number 1, C, carries -0.124; number 2, C, carries -0.257; number 3, C, carries -0.032; number 4, C, carries -0.295; number 5, C, carries -0.129

# C7H12

A single C7H12 molecule (ωB97M-V/def2-TZVPD, the OMol25 dataset).

The geometry in XYZ format:
```
19
Properties=species:S:1:pos:R:3:forces:R:3
C -1.8871 -0.7824 0.0916 0.0 0.0 0.0
C -0.8714 0.3530 0.0604 0.0 0.0 0.0
C -0.0720 0.6118 1.3608 0.0 0.0 0.0
C 1.1871 1.2725 0.8380 0.0 0.0 -0.1
C 0.9280 -1.1894 -0.9194 0.0 -0.2 -0.1
C 1.2814 1.1681 -0.4857 0.1 0.0 0.2
C 0.2480 0.1887 -0.9937 0.0 0.0 0.0
H -1.4060 -1.7477 0.2856 -0.1 0.1 0.0
H -2.6503 -0.6246 0.8621 0.1 0.0 -0.1
H -2.4027 -0.8556 -0.8746 0.1 0.0 0.2
H -1.4044 1.2862 -0.1749 0.1 -0.1 0.0
H -0.6070 1.2634 2.0616 0.0 -0.1 -0.1
H 0.1378 -0.3255 1.8998 0.0 0.2 -0.1
H 1.9443 1.7087 1.4790 -0.2 0.2 0.0
H 0.3451 -1.9908 -1.3812 0.0 0.1 0.0
H 1.1072 -1.4564 0.1303 0.0 0.0 -0.2
H 1.9110 -1.1527 -1.4016 -0.2 0.0 0.0
H 2.0749 1.5763 -1.1075 0.0 -0.2 0.2
H -0.1117 0.3854 -2.0109 0.1 0.0 0.1
```
Positions in Å, forces in eV/Å.

* F_max: 0.29 eV/A
* SMILES string: C[C@@H]1C=CC[C@@H]1C
* energy: -273.89875 hartree
* total charge: 0

Löwdin population analysis, charges in e, atoms 1 to 5: number 1, C, carries -0.074; number 2, C, carries -0.352; number 3, C, carries -0.160; number 4, C, carries -0.094; number 5, C, carries -0.071

# C7H12

A single C7H12 molecule (ωB97M-V/def2-TZVPD, the OMol25 dataset).

The geometry in XYZ format:
```
19
Properties=species:S:1:pos:R:3:forces:R:3
C 1.4580 1.0553 -1.1512 0.2 -0.1 0.1
C -0.0099 1.0544 -0.8523 0.0 0.1 0.0
C -1.1047 0.0051 -0.6258 0.3 0.0 -0.3
C -0.9834 -1.4360 -0.1534 0.2 0.0 -0.2
C 0.1350 -1.4118 0.8885 0.1 0.0 -0.1
C 0.0917 0.0155 1.4916 -0.1 0.1 0.1
C -0.6380 0.9329 0.4930 0.0 -0.1 0.0
H 1.6387 0.9701 -2.2294 0.0 -0.1 0.2
H 1.8485 2.0305 -0.8345 0.1 -0.2 0.0
H 2.0076 0.2723 -0.6274 0.1 0.0 -0.1
H -0.4960 1.8451 -1.4329 0.1 -0.1 0.1
H -1.7983 0.2105 -1.4219 -1.1 0.0 0.6
H -1.9196 -1.7844 0.3230 0.2 0.4 -0.3
H -0.7909 -2.1158 -0.9855 0.1 -0.1 0.1
H 0.0129 -2.1869 1.6545 0.0 0.2 -0.1
H 1.0884 -1.6142 0.3900 0.0 0.2 0.1
H 1.1033 0.3662 1.7350 -0.2 0.1 -0.1
H -0.4736 0.0067 2.4294 0.1 0.0 -0.1
H -1.1697 1.7848 0.9094 -0.2 -0.2 -0.1
```
Positions in Å, forces in eV/Å.

* F_max: 1.29 eV/A
* SMILES string: C[C@H]1[C@H]2CCC[C@@H]12
* energy: -273.87361 hartree
* total charge: 0

Löwdin population analysis, charges in e, atoms 1 to 5: number 1, C, carries -0.064; number 2, C, carries -0.282; number 3, C, carries -0.183; number 4, C, carries -0.164; number 5, C, carries -0.188

Energy relative to the best compared isomer or geometry (same formula, charge and spin), respectively: 108.5 631.7 436.1 140.0 286.4 312.8 25.7 91.7 kJ/mol.